C12H14NO2 | wB97M-V/def2-TZVPD

Kohn-Sham gap: 6.8870 eV
Relative energy (zero: lowest compared OMol25 entry of this formula, charge and spin): 239.84 kJ/mol
Max |F|: 4.4 eV/A
Charge: -1

Element x y z (Å)
1 O -0.73 2.79 -0.22
2 O -2.76 3.91 0.18
3 N 1.38 -2.81 0.91
4 C -0.55 0.09 1.94
5 C 1.79 -1.71 -2.60
6 C 0.22 -0.90 1.24
7 C -1.96 3.09 -0.28
8 C -2.60 2.18 -1.39
9 C 0.30 1.24 2.55
10 C 0.89 -0.69 -2.41
11 C 0.82 -1.99 1.83
12 C 1.36 -2.17 -0.31
13 C 0.28 -0.21 -1.28
14 C 1.99 -2.50 -1.47
15 C 0.56 -1.02 -0.12
16 H 2.02 -2.03 -3.55
17 H 0.13 1.53 3.53
18 H -3.68 2.01 -1.09
19 H -0.04 2.18 2.00
20 H 0.87 -2.20 2.88
21 H -2.34 2.73 -2.30
22 H 1.77 -3.73 1.00
23 H -2.03 1.21 -1.30
24 H 1.41 1.14 2.46
25 H -1.34 -0.26 2.53
26 H 0.66 -0.08 -3.22
27 H 2.89 -3.17 -1.38
28 H -1.13 0.56 1.08
29 H -0.19 0.82 -1.18

C12H14NO4 | wB97M-V/def2-TZVPD

Kohn-Sham gap: 8.2161 eV
Max |F|: 1.9 eV/A
SMILES: C=CC[n+]1ccc(C(=O)O)cc1CCC(=O)O
Charge: +1

Element x y z (Å)
1 O -3.36 -1.88 -0.89
2 O -3.05 -2.18 1.31
3 O -2.44 3.25 0.98
4 O -1.51 4.39 -0.70
5 N 1.23 0.24 -0.51
6 C -0.60 -1.32 -1.23
7 C -0.99 1.06 -0.61
8 C -1.54 3.42 -0.01
9 C 2.25 -0.83 -0.61
10 C -1.08 -2.14 -0.02
11 C -2.59 -2.08 0.21
12 C 0.81 2.51 0.04
13 C 2.48 -1.19 1.85
14 C 1.67 1.46 -0.13
15 C -0.55 2.30 -0.20
16 C -0.07 0.02 -0.77
17 C 3.06 -0.86 0.67
18 H 4.11 -0.61 0.59
19 H 0.14 -1.85 -1.83
20 H -1.41 -1.08 -1.91
21 H 2.72 1.62 0.05
22 H 2.87 -0.65 -1.48
23 H -2.12 2.60 1.61
24 H 1.92 -2.11 2.00
25 H -2.03 0.87 -0.84
26 H -0.67 -1.71 0.89
27 H 1.77 -1.80 -0.72
28 H 2.59 -0.52 2.70
29 H 1.16 3.49 0.33
30 H -4.05 -1.24 -0.64
31 H -0.75 -3.17 -0.11

C12H14O2 | wB97M-V/def2-TZVPD

Kohn-Sham gap (spin up / spin down): 6.9285 / 7.6586 eV
Relative energy (zero: lowest compared OMol25 entry of this formula, charge and spin): 227.95 kJ/mol
Max |F|: 3.7 eV/A

Element x y z (Å)
1 O -1.89 1.18 0.38
2 O 1.80 0.20 1.61
3 C 0.62 -0.24 -2.93
4 C 1.79 0.33 -3.37
5 C -0.96 -1.75 0.18
6 C -1.50 0.43 1.45
7 C 2.76 0.77 -2.43
8 C -1.09 1.19 2.70
9 C 1.28 -0.05 -0.63
10 C -0.48 -0.79 1.20
11 C 0.41 -0.44 -1.61
12 C -0.86 -1.11 -1.26
13 C 0.98 -0.38 0.67
14 C 2.53 0.47 -1.04
15 H 3.75 1.08 -2.67
16 H 3.31 0.89 -0.38
17 H -0.12 -0.42 -3.63
18 H -0.20 -1.36 2.13
19 H 1.73 0.62 -4.44
20 H -2.08 1.57 3.15
21 H -0.21 -2.55 0.24
22 H -1.98 -2.24 0.34
23 H -1.66 -0.39 -1.20
24 H -1.04 -1.87 -1.93
25 H 1.62 -0.35 2.45
26 H -2.54 1.83 0.53
27 H -0.50 0.68 3.43
28 H -0.68 2.20 2.58

C12H15BBrClN4O4 | wB97M-V/def2-TZVPD

Kohn-Sham gap: 3.9702 eV
Max |F|: 8.5 eV/A

Element x y z (Å)
1 Br 0.89 -3.10 3.59
2 Cl 2.81 2.10 -3.22
3 O -3.74 4.44 -0.76
4 O -3.87 3.72 -2.79
5 O -2.08 3.38 -1.63
6 O -2.48 0.59 -0.65
7 N 2.04 -1.00 2.36
8 N -3.23 3.85 -1.73
9 N -1.50 -1.06 -2.30
10 N 0.95 -1.75 2.23
11 C 3.38 0.95 1.35
12 C -2.40 -2.50 2.61
13 C 1.01 0.33 0.21
14 C 2.04 -0.01 1.33
15 C 4.27 1.95 1.55
16 C -0.13 -1.71 1.30
17 C -2.28 -1.36 3.51
18 C -1.31 -2.84 1.41
19 C 1.78 0.89 -2.23
20 C 2.66 -0.46 -2.03
21 C 1.25 1.55 -0.82
22 C -0.26 -0.63 0.17
23 B -1.42 -0.39 -0.94
24 H -1.29 -0.28 -2.98
25 H -0.89 -3.93 1.50
26 H -2.17 1.45 -1.09
27 H 4.87 2.88 1.92
28 H 1.91 2.41 -0.43
29 H -3.26 -0.74 3.71
30 H 0.88 0.60 -2.93
31 H 3.34 -0.70 -2.95
32 H 1.94 -1.37 -1.90
33 H 3.36 -0.40 -1.11
34 H -1.98 -2.90 0.44
35 H 0.22 2.05 -1.10
36 H -1.33 -1.06 4.08
37 H -0.68 -1.71 -2.35
38 H -3.29 -3.26 2.66

C12H15BGaNO12P | wB97M-V/def2-TZVPD

Kohn-Sham gap: 5.5345 eV
Max |F|: 1.1 eV/A
Charge: -1

Element x y z (Å)
1 Ga 0.60 0.45 -2.28
2 P 1.00 1.56 -0.20
3 O -6.22 0.08 3.06
4 O 2.87 -1.26 0.17
5 O 7.07 -4.22 -0.94
6 O 0.16 0.97 0.89
7 O -5.94 4.07 0.60
8 O -3.70 -0.20 2.73
9 O 4.85 -5.46 -0.63
10 O -1.56 -1.65 -1.44
11 O -3.41 3.76 0.19
12 O 0.72 3.17 -0.35
13 O 2.55 1.49 0.34
14 O 5.04 -0.03 -0.30
15 N -2.53 0.45 -2.02
16 C 5.10 -1.34 -0.37
17 C -4.13 0.80 2.19
18 C -4.00 2.82 0.92
19 C -5.63 1.03 2.36
20 C -5.48 3.06 1.10
21 C 6.13 -3.47 -0.71
22 C 6.22 -2.04 -0.64
23 C -6.26 2.10 1.85
24 C 4.78 -4.14 -0.50
25 C -3.36 1.75 1.43
26 C 3.76 -2.02 -0.11
27 C 3.67 -3.46 -0.22
28 B -1.33 -0.32 -1.86
29 H -1.10 -1.79 -0.60
30 H 2.71 -3.93 -0.07
31 H 0.60 1.57 -3.45
32 H 0.44 3.31 -1.27
33 H -7.32 2.27 1.97
34 H 1.78 -0.59 -2.54
35 H 7.18 -1.57 -0.82
36 H -4.11 4.39 -0.04
37 H 4.10 0.24 -0.15
38 H -5.49 -0.55 3.29
39 H -2.42 1.44 -1.85
40 H -2.29 1.58 1.30
41 H 2.49 1.23 1.27
42 H -3.31 0.09 -1.48
43 H 5.79 -5.65 -0.83

C12H15BrN | wB97M-V/def2-TZVPD

Kohn-Sham gap (spin up / spin down): 6.4804 / 6.4779 eV
Max |F|: 5.4 eV/A
Charge: +1

Element x y z (Å)
1 Br -1.18 2.72 -0.23
2 N 0.69 0.05 -0.83
3 C 1.37 -0.69 0.17
4 C -1.01 0.95 0.05
5 C -2.93 -2.19 0.08
6 C -2.07 0.06 0.14
7 C -4.16 -0.42 1.16
8 C -3.19 0.49 0.97
9 C -4.12 -1.75 0.77
10 C -1.89 -1.34 -0.10
11 C 2.64 -0.13 0.84
12 C 3.49 0.58 -0.21
13 C 2.73 1.66 -0.96
14 C 1.44 1.00 -1.52
15 H 1.64 -1.55 -0.50
16 H -2.62 -3.13 -0.28
17 H 4.44 0.93 0.26
18 H 0.71 -1.08 0.96
19 H -0.93 -1.73 -0.54
20 H 3.24 -0.90 1.31
21 H 0.75 1.89 -2.04
22 H 2.59 2.47 -0.21
23 H -5.06 -2.26 0.96
24 H 3.45 2.13 -1.64
25 H -5.02 -0.15 1.72
26 H 1.73 0.46 -2.46
27 H -3.09 1.43 1.44
28 H 3.79 -0.14 -0.99
29 H 2.56 0.63 1.68

C12H15Cl3GeN6OsP | wB97M-V/def2-TZVPD

Kohn-Sham gap (spin up / spin down): 6.7794 / 3.8314 eV
Relative energy (zero: lowest compared OMol25 entry of this formula, charge and spin): 255.70 kJ/mol
Max |F|: 4.2 eV/A
2S+1: 2
Charge: +4

Element x y z (Å)
1 Os 0.00 -0.02 2.47
2 Ge -0.01 0.00 5.35
3 Cl 1.21 -1.67 5.07
4 Cl 0.83 1.89 5.10
5 Cl -2.06 -0.23 5.09
6 P 0.00 -0.01 -1.22
7 N -0.90 -1.57 1.05
8 N 1.80 -0.01 1.05
9 N -1.41 -2.43 -0.92
10 N -1.39 2.43 -0.91
11 N -0.90 1.55 1.06
12 N 2.81 0.01 -0.91
13 C 3.77 0.01 0.02
14 C -0.81 -1.40 -0.29
15 C -1.88 3.26 0.03
16 C 3.04 0.02 -2.33
17 C 1.61 0.00 -0.29
18 C -1.57 2.71 1.26
19 C -1.53 -2.63 -2.33
20 C 3.14 0.00 1.26
21 C -1.58 -2.73 1.25
22 C -0.80 1.38 -0.28
23 C -1.50 2.63 -2.32
24 C -1.90 -3.27 0.02
25 H 3.59 0.00 2.23
26 H -1.80 -3.12 2.23
27 H -2.07 -1.81 -2.80
28 H 4.83 0.02 -0.21
29 H 2.60 0.91 -2.79
30 H -2.04 3.57 -2.50
31 H -2.43 -4.18 -0.22
32 H -2.05 1.82 -2.80
33 H 2.61 -0.86 -2.81
34 H -2.07 -3.56 -2.52
35 H -1.80 3.09 2.24
36 H -0.55 -2.70 -2.81
37 H 4.11 0.04 -2.51
38 H -0.52 2.70 -2.79
39 H -2.40 4.18 -0.20

C12H15CoF9N3O15 | wB97M-V/def2-TZVPD

Kohn-Sham gap (spin up / spin down): 6.8741 / 6.8110 eV
Relative energy (zero: lowest compared OMol25 entry of this formula, charge and spin): 267.88 kJ/mol
Max |F|: 6.3 eV/A
2S+1: 4
Charge: -1

Element x y z (Å)
1 Co 0.79 -0.63 0.65
2 F -3.66 0.96 0.36
3 F -0.78 -4.09 -3.28
4 F 0.74 -2.40 -3.18
5 F -2.32 2.41 -0.81
6 F 4.34 1.20 -0.50
7 F 4.62 1.85 -2.57
8 F 4.43 -0.22 -2.09
9 F 0.82 -3.99 -1.74
10 F -3.42 3.06 0.89
11 O 2.75 1.47 3.55
12 O -2.23 -2.80 -1.40
13 O 4.00 -2.56 1.44
14 O 2.29 -2.03 0.40
15 O 1.77 0.39 -1.07
16 O 2.80 -0.66 3.62
17 O 1.97 0.38 1.99
18 O -0.53 -1.40 -0.87
19 O 3.97 -2.77 -0.71
20 O -0.21 -1.84 2.00
21 O -1.55 2.24 2.53
22 O 2.03 1.69 -3.00
23 O -1.01 -3.03 3.59
24 O 1.07 -3.13 3.17
25 O -0.63 0.96 0.85
26 N 2.52 0.40 3.07
27 N 3.43 -2.45 0.36
28 N -0.05 -2.66 2.91
29 C -0.45 2.15 3.38
30 C -1.56 1.70 1.26
31 C -0.98 -2.35 -1.51
32 C -0.02 -3.23 -2.45
33 C -2.81 1.99 0.39
34 C 2.48 1.00 -1.89
35 C 4.00 1.02 -1.73
36 C 0.62 1.50 -3.30
37 C 0.23 2.47 -4.37
38 C -0.60 3.01 4.56
39 C -3.17 -2.22 -0.42
40 C -4.34 -1.61 -1.24
41 H -1.51 2.76 5.11
42 H -3.97 -0.94 -2.01
43 H -2.71 -1.59 0.34
44 H 0.34 3.51 -4.04
45 H -5.04 -2.32 -1.69
46 H 0.18 2.70 5.26
47 H -0.84 2.34 -4.51
48 H 0.82 2.28 -5.27
49 H -0.58 4.08 4.39
50 H -4.96 -1.07 -0.53
51 H -3.57 -3.06 0.15
52 H 0.46 2.43 2.84
53 H -0.33 1.07 3.43
54 H 0.49 0.54 -3.80
55 H -0.10 1.52 -2.48

C12H15F3NO13 | wB97M-V/def2-TZVPD

Kohn-Sham gap: 4.7026 eV
Relative energy (zero: lowest compared OMol25 entry of this formula, charge and spin): 221.58 kJ/mol
Max |F|: 5.9 eV/A
Charge: -1

Element x y z (Å)
1 F 2.87 2.45 -8.81
2 F 1.59 -5.14 4.18
3 F -1.49 2.85 4.49
4 O 0.77 5.26 -6.23
5 O 0.16 -3.63 4.86
6 O 3.24 -2.44 -1.61
7 O 2.47 4.40 3.84
8 O 0.56 4.20 2.47
9 O 2.38 3.89 -7.15
10 O 0.30 4.20 4.57
11 O -5.51 -3.51 2.46
12 O -0.02 -2.52 6.89
13 O 1.81 -2.29 5.46
14 O 3.25 -1.46 -3.47
15 O 0.28 3.20 -6.98
16 O -4.75 -3.63 0.44
17 N -5.58 -3.94 1.28
18 C -0.80 3.95 2.61
19 C 2.35 -2.91 4.30
20 C 2.89 -1.44 -2.30
21 C 2.38 2.63 -7.60
22 C -1.01 3.94 4.02
23 C 0.56 -2.80 5.86
24 C 1.12 4.21 -6.74
25 C 0.94 2.16 -7.55
26 C 2.00 -0.33 -1.72
27 C 1.15 -3.90 3.93
28 C 1.21 4.33 3.64
29 C -6.73 -4.74 0.80
30 H 0.46 2.17 -8.53
31 H 0.99 -3.90 2.86
32 H 2.94 2.02 -6.89
33 H 0.95 -0.61 -1.69
34 H -6.94 -4.61 -0.26
35 H -1.38 4.49 1.86
36 H -6.36 -5.77 0.78
37 H 2.58 -2.21 3.49
38 H 3.35 -3.31 4.43
39 H 2.25 0.58 -2.26
40 H -1.63 4.75 4.40
41 H 0.82 1.21 -7.03
42 H -7.67 -4.50 1.30
43 H 2.30 -0.22 -0.68
44 H -1.05 2.93 2.32

C12H15FN2O2 | wB97M-V/def2-TZVPD

Kohn-Sham gap: 9.6698 eV
Relative energy (zero: lowest compared OMol25 entry of this formula, charge and spin): 0.00 kJ/mol
Max |F|: 0.6 eV/A
SMILES: CC(=O)NCCC(=O)Nc1cc(F)ccc1C

Element x y z (Å)
1 F 1.63 -5.10 1.43
2 O 0.78 4.09 -3.09
3 O -0.67 0.29 -0.30
4 N 1.00 -0.41 1.06
5 N 0.26 2.04 -2.30
6 C -1.66 -0.62 2.26
7 C 0.82 -4.03 1.61
8 C 1.49 1.85 -1.58
9 C 0.42 0.48 0.21
10 C 0.48 -1.67 1.43
11 C -0.02 3.20 -2.95
12 C -1.24 -3.08 2.31
13 C -0.45 -4.20 2.12
14 C 1.24 1.72 -0.07
15 C -0.80 -1.80 1.98
16 C -1.43 3.23 -3.52
17 C 1.30 -2.78 1.26
18 H 2.19 1.70 0.47
19 H -2.16 3.12 -2.71
20 H -1.08 0.19 2.71
21 H 2.12 2.73 -1.78
22 H -0.79 -5.19 2.38
23 H -2.47 -0.89 2.94
24 H -1.56 2.42 -4.22
25 H -0.47 1.38 -2.09
26 H 1.99 -0.28 1.25
27 H 2.29 -2.68 0.84
28 H -2.09 -0.24 1.33
29 H 0.67 2.59 0.26
30 H 2.00 0.95 -1.95
31 H -1.59 4.18 -4.02
32 H -2.22 -3.20 2.73

C12H15GdNO5 | wB97M-V/def2-TZVPD

Kohn-Sham gap (spin up / spin down): 5.7672 / 3.2127 eV
Relative energy (zero: lowest compared OMol25 entry of this formula, charge and spin): 1519.23 kJ/mol
Max |F|: 17.9 eV/A
2S+1: 8
Charge: +3

Element x y z (Å)
1 Gd 0.20 0.38 -1.86
2 O 3.25 0.23 -1.83
3 O 0.19 0.75 0.36
4 O 0.05 -2.67 -1.78
5 O 0.34 3.41 -1.52
6 O -2.86 0.52 -1.90
7 N 0.42 -1.11 1.62
8 C 0.11 -1.52 -1.83
9 C -0.73 -0.21 4.50
10 C -0.92 0.99 3.57
11 C 0.28 0.24 1.47
12 C 0.57 -1.76 2.90
13 C -0.65 -1.58 3.82
14 C 0.23 1.07 -6.95
15 C -1.70 0.47 -1.90
16 C 0.29 2.27 -1.67
17 C 0.16 -0.31 -7.00
18 C 0.26 1.20 2.63
19 C 2.10 0.29 -1.86
20 H -0.55 -2.31 4.65
21 H 1.22 1.17 3.19
22 H -0.98 1.88 4.23
23 H 0.19 -0.05 5.11
24 H 1.50 -1.43 3.41
25 H -1.59 -0.23 5.20
26 H 1.06 -0.90 -7.18
27 H -0.66 1.67 -7.09
28 H -1.58 -1.81 3.27
29 H 0.68 -2.85 2.71
30 H 0.43 -1.70 0.78
31 H -0.78 -0.81 -7.20
32 H 0.16 2.23 2.22
33 H -1.87 0.92 3.00
34 H 1.18 1.58 -7.07

C12H15N5O2S | wB97M-V/def2-TZVPD

Kohn-Sham gap: 7.7877 eV
Relative energy (zero: lowest compared OMol25 entry of this formula, charge and spin): 1405.70 kJ/mol
Max |F|: 16.2 eV/A
SMILES: O=S(=O)(NC1CCCC1)c1ccc(-n2cnnn2)cc1

Element x y z (Å)
1 S 1.67 0.40 -1.81
2 O 1.81 1.59 -2.41
3 O 2.93 -0.42 -1.41
4 N -3.52 1.90 3.83
5 N 0.83 -0.47 -3.01
6 N -2.58 1.52 4.82
7 N -1.83 1.18 2.85
8 N -3.01 1.93 2.58
9 C -0.35 -3.54 -1.07
10 C 1.43 -2.86 -2.60
11 C -0.89 0.95 1.76
12 C -0.74 -2.18 -1.83
13 C -1.43 1.04 4.13
14 C 0.39 0.11 1.86
15 C -0.68 1.29 -0.72
16 C 0.50 -1.85 -2.96
17 C 0.79 0.53 -0.43
18 C 1.14 -3.31 -1.18
19 C -1.08 1.53 0.55
20 C 1.00 0.05 0.64
21 H -1.79 -2.19 -2.45
22 H 0.26 -2.10 -3.93
23 H 1.99 -0.49 0.76
24 H 0.19 0.29 -3.63
25 H 1.65 -2.38 -0.37
26 H 0.55 -0.05 2.73
27 H 1.38 -3.77 -3.11
28 H -0.64 -1.25 -1.22
29 H -2.05 2.42 0.39
30 H -0.73 0.58 4.63
31 H 2.59 -2.35 -2.58
32 H -0.71 -4.04 -1.66
33 H -0.71 1.86 -1.51
34 H 1.64 -4.19 -0.82
35 H -0.80 -3.42 -0.19

C12H15O | wB97M-V/def2-TZVPD

Kohn-Sham gap: 9.1735 eV
Relative energy (zero: lowest compared OMol25 entry of this formula, charge and spin): 20.90 kJ/mol
Max |F|: 4.9 eV/A
Charge: +1

Element x y z (Å)
1 O 1.69 0.08 0.68
2 C -0.69 -0.16 -2.19
3 C 0.39 0.25 -1.47
4 C 1.63 -0.17 2.11
5 C 0.58 -0.36 -0.21
6 C 0.01 -1.55 0.17
7 C -3.77 -2.13 -1.93
8 C -2.72 -1.46 -2.42
9 C 1.61 1.24 1.60
10 C -1.44 -1.24 -1.73
11 C 0.32 1.91 1.47
12 C 2.82 2.15 1.59
13 C -0.98 -1.96 -0.65
14 H -2.66 -1.18 -3.43
15 H -0.48 1.41 2.00
16 H -4.76 -2.04 -2.44
17 H 3.79 1.75 1.47
18 H 2.55 2.93 0.97
19 H 2.98 2.81 2.50
20 H -0.90 0.40 -3.20
21 H -1.52 -2.90 -0.45
22 H 0.26 -2.20 0.96
23 H 0.79 -0.85 2.32
24 H 1.28 0.96 -1.70
25 H -0.01 2.11 0.45
26 H 2.68 -0.34 2.38
27 H 0.35 2.90 2.01
28 H -3.81 -2.36 -0.88

Q: Which E_tot values were calculated for the entries above? A: -670.90165; -821.08098; -615.98433; -4044.74804; -3715.11757; -3094.57354; -4682.66876; -4040.41796; -1798.64295; -826.17835; -1661.09217; -1288.17390; -541.09182, in Ha.